1.
# C39H37AsN14O2Tl

A molecular structure, C39H37AsN14O2Tl in a non-equilibrium geometry (the ωB97M-V functional and the def2-TZVPD basis, the Open Molecules 2025 dataset).

ORCA input file:
```
! wB97M-V def2-TZVPD RIJCOSX def2/J DEFGRID3
* xyz -1 1
Tl 1.325 -0.726 -1.625
C 4.646 1.281 0.661
N 4.435 -0.035 0.147
C 4.574 -1.149 1.052
C 3.318 -1.696 1.649
N 2.123 -1.613 1.179
C 1.351 -2.457 1.972
C -0.001 -2.778 1.877
C -0.516 -3.677 2.794
C 0.292 -4.259 3.783
C 1.641 -3.960 3.881
C 2.147 -3.049 2.960
N 3.413 -2.534 2.737
C 3.417 2.113 0.895
N 2.184 1.769 0.688
C 1.443 2.927 0.904
C 0.074 3.138 0.774
C -0.419 4.400 1.057
C 0.433 5.442 1.452
C 1.802 5.255 1.564
C 2.284 3.983 1.279
N 3.555 3.437 1.259
H 5.272 1.860 -0.033
H 5.224 1.222 1.588
H 3.626 -0.116 -0.456
H 5.254 -0.869 1.861
H 5.035 -1.993 0.526
H -0.605 -2.332 1.097
H -1.566 -3.944 2.741
H -0.144 -4.967 4.477
H 2.273 -4.426 4.628
H 4.263 -2.803 3.198
H -0.570 2.331 0.444
H -1.481 4.589 0.973
H 0.014 6.418 1.665
H 2.459 6.067 1.850
H 4.418 3.906 1.463
N 1.385 -3.937 -3.750
C 0.368 -3.030 -4.002
N -0.311 -3.052 -5.141
N -1.243 -2.094 -4.988
N -1.122 -1.532 -3.829
N -0.103 -2.119 -3.157
C 2.467 -3.784 -2.895
N 3.471 -4.651 -2.899
N 4.302 -4.195 -1.941
N 3.820 -3.125 -1.400
N 2.638 -2.829 -1.993
H 1.553 -4.579 -4.505
O -0.993 -0.517 -0.076
As -2.508 -0.109 0.402
C -3.536 0.593 -1.051
C -2.892 0.682 -2.276
C -3.607 1.111 -3.387
C -4.945 1.451 -3.262
C -5.590 1.346 -2.033
C -4.888 0.905 -0.924
C -3.483 -1.635 1.049
C -3.543 -2.723 0.178
C -4.099 -3.916 0.614
C -4.586 -4.023 1.912
C -4.513 -2.943 2.780
C -3.952 -1.746 2.352
C -2.381 1.169 1.830
C -1.082 1.425 2.262
C -0.869 2.370 3.257
C -1.945 3.047 3.815
C -3.241 2.782 3.387
C -3.462 1.843 2.390
H -1.868 0.350 -2.380
H -3.117 1.141 -4.352
H -5.502 1.777 -4.132
H -6.643 1.586 -1.948
H -5.395 0.789 0.028
H -3.134 -2.642 -0.824
H -4.135 -4.767 -0.053
H -5.019 -4.956 2.250
H -4.876 -3.037 3.796
H -3.869 -0.908 3.034
H -0.256 0.892 1.801
H 0.140 2.585 3.585
H -1.776 3.789 4.586
H -4.078 3.310 3.826
H -4.473 1.645 2.053
C 1.367 2.913 -3.989
C 2.500 1.947 -4.221
C 3.839 2.516 -4.649
O 2.360 0.763 -4.046
H 1.242 3.572 -4.851
H 1.610 3.539 -3.125
H 0.447 2.367 -3.791
H 3.840 3.606 -4.688
H 4.088 2.118 -5.635
H 4.605 2.168 -3.957
*
```

As for the frontier orbital gap: 6.2032 eV. As for the maximum force: 1.10 eV/Å. The HOMO energy is -4.14 eV. For the electronic energy, the calculation gives -4833.7410 Eh. The molar mass is 1013.126 u. The calculation puts the LUMO energy at 2.07 eV.


2.
# C39H37BF2N4O4S5Sr

A molecular structure, C39H37BF2N4O4S5Sr (the ωB97M-V functional and the def2-TZVPD basis, the Open Molecules 2025 dataset).

ORCA input file:
```
! wB97M-V def2-TZVPD RIJCOSX def2/J DEFGRID3
* xyz 0 1
Sr -0.555 0.093 -1.084
C -3.780 2.503 -1.786
C -3.335 1.625 -2.904
N -2.100 1.275 -3.104
C -1.979 0.435 -4.190
C -3.152 0.131 -4.805
S -4.439 0.945 -4.033
C -0.638 -0.016 -4.578
C -0.315 -0.795 -5.642
S 1.378 -1.003 -5.716
C 1.558 -0.042 -4.294
N 0.434 0.389 -3.807
C 2.903 0.242 -3.715
H -4.089 1.872 -0.950
H -4.621 3.130 -2.081
H -2.943 3.117 -1.463
H -3.318 -0.496 -5.665
H -0.970 -1.237 -6.374
H 3.599 0.560 -4.491
H 3.311 -0.645 -3.229
H 2.815 1.022 -2.963
O -1.053 2.378 0.124
S -0.365 2.843 1.381
C -1.685 3.233 2.556
C -2.150 1.985 3.299
C -2.956 1.007 2.440
C -2.916 -0.427 2.940
S -1.351 -1.274 2.509
O -0.776 -0.509 1.355
C -0.313 -0.818 3.891
C 0.807 -0.042 3.638
C 1.664 0.258 4.688
C 1.402 -0.218 5.965
C 0.282 -1.007 6.200
C -0.578 -1.318 5.159
C 0.167 4.509 1.044
C -0.651 5.388 0.348
C -0.190 6.665 0.076
C 1.080 7.052 0.492
C 1.897 6.161 1.172
C 1.442 4.877 1.444
H -2.481 3.710 1.977
H -1.256 3.960 3.249
H -2.744 2.292 4.163
H -1.266 1.490 3.705
H -2.598 1.012 1.410
H -4.003 1.320 2.394
H -3.676 -1.031 2.446
H -3.029 -0.517 4.023
H 0.999 0.314 2.632
H 2.546 0.857 4.502
H 2.075 0.017 6.780
H 0.084 -1.386 7.194
H -1.441 -1.950 5.337
H -1.626 5.071 0.000
H -0.817 7.359 -0.468
H 1.437 8.049 0.271
H 2.891 6.458 1.476
H 2.076 4.159 1.951
O 1.734 0.561 0.109
S 2.520 -0.620 -0.278
O 3.890 -0.369 -0.660
N 1.593 -1.322 -1.319
C 1.830 -2.483 -2.012
C 3.029 -3.140 -2.182
C 3.107 -4.305 -2.972
C 2.006 -4.818 -3.597
C 0.753 -4.176 -3.441
C -0.438 -4.656 -4.038
C -1.613 -4.003 -3.827
C -1.611 -2.849 -3.013
N -0.531 -2.363 -2.456
C 0.655 -3.014 -2.654
C 2.609 -1.689 1.142
C 1.609 -2.622 1.381
C 1.679 -3.416 2.516
C 2.739 -3.276 3.401
C 3.744 -2.353 3.146
C 3.684 -1.558 2.010
H 3.917 -2.740 -1.710
H 4.067 -4.794 -3.085
H 2.071 -5.712 -4.205
H -0.394 -5.549 -4.651
H -2.540 -4.356 -4.259
H -2.530 -2.308 -2.805
H 0.788 -2.720 0.683
H 0.903 -4.146 2.708
H 2.788 -3.894 4.289
H 4.577 -2.254 3.830
H 4.466 -0.847 1.780
F -3.540 -2.028 0.258
B -3.503 -0.890 -0.529
F -4.753 -0.326 -0.450
*
```

As for the frontier orbital gap: 6.5425 eV. As for the maximum force: 0.54 eV/Å. The HOMO energy is -6.15 eV. The energy above the lowest of the compared OMol25 structures with the same formula, charge and spin is 207.0 kJ/mol. For the electronic energy, the calculation gives -4274.7853 Eh. The molar mass is 922.512 u. The calculation puts the LUMO energy at 0.40 eV.


3.
# C39H37BF41N3O9PS

5 unconnected molecules or ions with the total composition C39H37BF41N3O9PS in a non-equilibrium geometry (the ωB97M-V functional and the def2-TZVPD basis, the Open Molecules 2025 dataset).

ORCA input file:
```
! wB97M-V def2-TZVPD RIJCOSX def2/J DEFGRID3
* xyz 1 1
C 3.152 -0.570 -2.252
C 2.585 -0.836 -1.207
C 2.277 -1.342 0.093
C 1.487 -2.439 0.191
B 0.832 -3.188 -1.082
C 1.581 -4.414 -1.734
O -0.393 -2.782 -1.567
C 1.192 -2.928 1.471
C 0.255 -4.137 1.621
O 0.592 -5.194 2.057
O -1.025 -3.895 1.173
C -1.749 -2.964 1.973
C -2.669 -2.106 1.057
C -2.141 -0.695 0.847
F -0.825 -0.694 0.496
F -2.797 -0.104 -0.178
C -2.260 0.260 2.096
F -1.124 0.141 2.817
F -2.289 1.521 1.619
C -3.523 0.086 2.989
F -4.648 0.008 2.269
F -3.432 -1.014 3.760
C -3.725 1.307 3.994
F -4.623 2.121 3.474
F -2.586 1.918 4.281
F -4.212 0.845 5.141
C 1.755 -2.282 2.592
P 1.339 -2.987 4.261
S 2.347 -4.603 4.617
C 2.563 -1.158 2.430
C 3.136 -0.469 3.644
C 4.626 -0.033 3.521
C 5.562 -1.079 2.853
C 6.712 -0.315 2.115
N 6.416 -0.097 0.683
N 2.765 -0.733 1.187
O 3.507 0.384 0.960
N 2.605 1.573 0.716
O 2.365 2.046 1.729
H 3.571 -0.440 -3.230
H 1.282 -5.343 -1.218
H 1.328 -4.502 -2.798
H 2.664 -4.268 -1.610
H -0.345 -1.899 -1.960
H -2.418 -3.456 2.693
H -1.110 -2.295 2.565
H -3.687 -2.111 1.460
H -2.739 -2.572 0.064
H -0.053 -3.262 4.189
H 1.524 -2.046 5.294
H 2.541 0.451 3.789
H 3.028 -1.037 4.568
H 4.696 0.914 2.977
H 5.027 0.151 4.527
H 5.079 -1.700 2.087
H 6.059 -1.730 3.581
H 6.808 0.684 2.583
H 7.680 -0.799 2.285
H 5.995 0.819 0.555
H 7.310 0.000 0.205
C -0.492 -9.373 4.270
C 0.862 -9.334 3.531
C 0.819 -9.152 2.011
F 0.182 -10.160 1.391
F 2.083 -9.125 1.520
F 1.575 -10.431 3.861
F 1.545 -8.266 4.031
O -1.027 -10.648 4.615
C -1.792 -11.354 3.697
C -1.139 -12.681 3.302
F 0.071 -12.483 2.747
F -1.906 -13.316 2.387
F -2.086 -10.586 2.632
F -2.966 -11.624 4.305
H -0.305 -8.903 5.235
H -1.239 -8.742 3.787
H 0.333 -8.208 1.746
H -1.018 -13.326 4.175
C -6.087 1.523 -0.792
C -7.160 0.884 -1.699
C -6.809 0.699 -3.179
F -6.568 1.868 -3.798
F -7.850 0.121 -3.820
F -8.310 1.577 -1.570
F -7.401 -0.359 -1.191
O -6.221 2.916 -0.512
C -5.706 3.856 -1.388
C -6.799 4.742 -1.992
F -7.700 4.020 -2.675
F -6.245 5.626 -2.864
F -4.942 3.266 -2.327
F -4.877 4.643 -0.665
H -6.204 1.051 0.183
H -5.073 1.270 -1.105
H -5.936 0.049 -3.295
H -7.328 5.296 -1.214
C -2.702 8.071 -2.009
C -3.974 8.538 -1.271
C -5.289 8.487 -2.050
F -5.275 9.285 -3.134
F -6.309 8.918 -1.264
F -3.762 9.775 -0.774
F -4.123 7.711 -0.195
O -1.852 9.069 -2.570
C -2.104 9.564 -3.842
C -2.428 11.060 -3.824
F -3.513 11.316 -3.072
F -2.692 11.488 -5.079
F -3.055 8.838 -4.455
F -0.970 9.384 -4.554
H -2.081 7.606 -1.243
H -2.914 7.275 -2.724
H -5.519 7.470 -2.368
H -1.587 11.631 -3.423
C 6.125 3.726 -5.519
C 7.613 3.421 -5.244
C 8.010 1.948 -5.105
F 7.392 1.346 -4.067
F 9.339 1.857 -4.876
F 8.011 4.123 -4.160
F 8.310 3.915 -6.301
O 5.309 4.107 -4.407
C 4.711 3.148 -3.617
C 5.220 3.199 -2.175
F 6.545 2.997 -2.109
F 4.627 2.218 -1.439
F 4.839 1.921 -4.164
F 3.387 3.421 -3.607
H 6.125 4.612 -6.153
H 5.651 2.949 -6.119
H 7.785 1.394 -6.021
H 5.000 4.166 -1.719
*
```

As for the frontier orbital gap: 6.6744 eV. As for the maximum force: 2.06 eV/Å. The HOMO energy is -11.60 eV. For the electronic energy, the calculation gives -7208.2229 Eh. The molar mass is 1544.508 u. The calculation puts the LUMO energy at -4.93 eV.


4.
# C39H37F2N11O4PbS2

A molecular structure, C39H37F2N11O4PbS2 (the ωB97M-V functional and the def2-TZVPD basis, the Open Molecules 2025 dataset).

ORCA input file:
```
! wB97M-V def2-TZVPD RIJCOSX def2/J DEFGRID3
* xyz 0 1
Pb -0.250 -0.237 0.781
C 0.583 4.404 2.099
C 1.695 4.326 2.922
C 1.950 3.151 3.609
C 1.088 2.075 3.430
N 0.034 2.140 2.617
C -0.221 3.279 1.982
C 1.255 0.771 4.143
C 2.030 0.649 5.292
C 2.052 -0.569 5.951
C 1.291 -1.614 5.456
C 0.557 -1.406 4.292
N 0.570 -0.249 3.643
C -0.353 -2.455 3.734
C -0.182 -3.808 4.000
C -1.097 -4.706 3.473
C -2.148 -4.233 2.707
C -2.233 -2.864 2.486
N -1.356 -1.997 2.982
H 0.354 5.305 1.548
H 2.364 5.172 3.024
H 2.826 3.073 4.238
H -1.110 3.277 1.357
H 2.585 1.489 5.683
H 2.631 -0.691 6.858
H 1.244 -2.558 5.981
H 0.663 -4.164 4.573
H -0.985 -5.767 3.659
H -2.880 -4.900 2.273
H -3.024 -2.438 1.877
N 0.601 -1.853 -6.502
C -0.063 -2.171 -5.326
C -1.019 -1.301 -4.797
C -1.681 -1.619 -3.629
C -1.424 -2.828 -2.987
C -0.496 -3.717 -3.523
C 0.177 -3.387 -4.682
S -2.063 -3.071 -1.373
O -2.351 -4.461 -1.166
O -3.186 -2.154 -1.265
N -0.964 -2.482 -0.364
C 0.177 -3.153 -0.073
N 0.503 -4.351 -0.595
C 1.617 -4.915 -0.163
C 2.447 -4.346 0.794
C 2.072 -3.095 1.230
N 0.977 -2.485 0.802
H 0.619 -0.879 -6.750
H 1.474 -2.326 -6.661
H -1.215 -0.356 -5.292
H -2.379 -0.921 -3.187
H -0.302 -4.651 -3.010
H 0.916 -4.067 -5.091
H 1.864 -5.875 -0.609
H 3.340 -4.836 1.155
H 2.668 -2.554 1.959
F 2.216 -0.076 -1.666
C 0.807 -0.060 -1.574
F 0.434 1.080 -2.315
H 0.515 -0.907 -2.208
C -5.751 -0.401 -2.641
C -5.349 0.731 -1.748
C -5.832 2.000 -1.834
C -5.292 2.961 -0.956
N -4.431 2.666 -0.002
C -4.033 1.373 0.153
S -3.103 0.832 1.442
N -4.440 0.466 -0.791
C -5.679 4.404 -1.083
H -6.562 -0.099 -3.300
H -6.061 -1.261 -2.046
H -4.900 -0.730 -3.241
H -6.581 2.260 -2.568
H -4.010 -0.465 -0.757
H -6.538 4.542 -1.740
H -4.834 4.966 -1.485
H -5.897 4.810 -0.096
O 3.977 4.314 -4.278
C 4.295 4.901 -3.034
N 4.367 3.910 -1.986
C 3.487 3.886 -0.941
O 2.679 4.768 -0.723
C 3.573 2.672 -0.069
C 4.764 2.142 0.398
C 4.722 1.021 1.212
C 3.489 0.468 1.507
N 2.341 0.956 1.039
C 2.389 2.039 0.274
H 3.090 3.940 -4.218
H 3.561 5.637 -2.717
H 5.259 5.381 -3.172
H 4.891 3.073 -2.185
H 5.711 2.603 0.140
H 5.627 0.583 1.611
H 3.414 -0.406 2.147
H 1.447 2.413 -0.118
*
```

As for the frontier orbital gap: 6.7920 eV. As for the maximum force: 0.65 eV/Å. The HOMO energy is -6.62 eV. The energy above the lowest of the compared OMol25 structures with the same formula, charge and spin is 130.9 kJ/mol. For the electronic energy, the calculation gives -3600.6762 Eh. The molar mass is 1033.128 u. The calculation puts the LUMO energy at 0.17 eV.